Computed, not measured: a structure of composition C17H21NO4PtS, with ωB97M-V/def2-TZVPD.

Geometry as XYZ:
```
45
Properties=species:S:1:pos:R:3
Pt -0.1197 -0.3237 0.0692
C 3.1478 -1.6502 1.6646
C 2.0542 -0.6399 1.8330
C 0.7740 -1.0558 2.2313
C -0.2689 -0.1223 2.4415
C -1.5408 -0.5397 3.1338
C -0.0036 1.2343 2.1832
C 1.2769 1.6697 1.8133
C 1.5604 3.1353 1.6754
C 2.2865 0.7237 1.6356
H 3.0429 -2.1563 0.7053
H 3.0888 -2.4100 2.4396
H 4.1258 -1.1787 1.6984
H 0.6095 -2.0955 2.4873
H -2.3452 -0.7349 2.4243
H -1.8717 0.2471 3.8100
H -1.3730 -1.4480 3.7085
H -0.7648 1.9696 2.4157
H 1.2899 3.5016 0.6847
H 2.6167 3.3343 1.8361
H 0.9811 3.7058 2.3978
H 3.2884 1.0541 1.3973
C 0.2680 -1.9466 -2.5394
C 0.0392 -2.0142 -1.0352
O 0.0611 -3.0735 -0.4512
H 0.3304 -2.9581 -2.9433
H 1.2076 -1.4295 -2.7380
H -0.5466 -1.4049 -3.0169
N 0.3997 1.3057 -1.7617
C -0.2967 2.5565 -1.8657
C -0.2016 3.3481 -3.0061
C -0.8334 4.5835 -3.0416
C -1.5518 4.9829 -1.9419
C -1.6816 4.2163 -0.8091
C -1.0507 2.9821 -0.7810
S -2.2184 6.7014 -1.8823
O -3.3597 6.5875 -1.0062
O -2.4925 7.0148 -3.2655
O -1.0373 7.3222 -1.3045
H 0.5232 0.9003 -2.6863
H 1.3324 1.4649 -1.3806
H 0.3705 3.0153 -3.8614
H -0.7715 5.2257 -3.9046
H -2.2780 4.5876 0.0077
H -1.1386 2.3188 0.0717
```

LUMO: -2.6 eV
HOMO: -7.63 eV
gap between HOMO and LUMO: 4.99 eV

Computed, not measured: a structure of composition C17H22AsF5N3O7PbS2, with ωB97M-V/def2-TZVPD.

Geometry as XYZ:
```
58
Properties=species:S:1:pos:R:3
Pb -0.1544 0.1798 -0.1275
O -3.2396 2.7945 -1.6507
C -2.2263 2.2970 -1.2158
O -2.1406 1.2297 -0.4855
C -0.8915 2.9715 -1.4975
C -0.8182 4.1655 -2.1958
C 0.4243 4.7554 -2.3562
C 1.5468 4.1391 -1.8150
C 1.3943 2.9409 -1.1426
N 0.1901 2.3803 -0.9990
H -1.7299 4.5995 -2.5797
H 0.5199 5.6927 -2.8883
H 2.5280 4.5839 -1.9032
H 2.2178 2.4070 -0.6877
F -0.6991 -5.1909 3.7779
C -0.8784 -4.4548 2.6948
C -1.8347 -3.4551 2.6852
F -2.5586 -3.1938 3.8037
C -2.0260 -2.6861 1.5608
F -2.9362 -1.6903 1.6433
C -1.2617 -2.8518 0.4185
S -1.4308 -1.7976 -0.9708
C -0.3037 -3.8621 0.4458
F 0.4761 -4.0632 -0.6019
C -0.1137 -4.6646 1.5590
F 0.8107 -5.6111 1.5562
O 3.1913 -0.9193 1.2406
S 1.9718 -0.3699 1.7481
O 1.9416 0.0076 3.1408
O 1.5756 0.8972 0.8949
O 0.7628 -1.2532 1.4087
N -3.3920 -0.1672 4.0140
C -2.0596 0.4613 4.3693
C -1.0303 0.1917 3.2904
N -1.2283 0.9292 2.0404
H -4.0989 0.0221 4.7246
H -3.2876 -1.1862 3.9201
H -3.7462 0.1762 3.1195
H -1.7547 0.0072 5.3103
H -2.2377 1.5240 4.5254
H -0.9744 -0.8749 3.0774
H -0.0370 0.4398 3.6681
H -0.9143 1.8904 2.1305
H -2.1643 0.9280 1.6445
C 1.4648 1.0608 -4.4808
As 2.0590 -0.2812 -3.2504
C 3.8982 0.0052 -2.8185
C 1.8503 -2.0039 -4.0482
O 1.1664 -0.2329 -1.8488
H 2.0474 1.0062 -5.3994
H 1.5904 2.0407 -4.0221
H 0.4125 0.8912 -4.7023
H 4.5037 0.0490 -3.7223
H 4.2274 -0.8116 -2.1785
H 3.9786 0.9392 -2.2658
H 2.4331 -2.0704 -4.9656
H 0.7950 -2.1628 -4.2613
H 2.1911 -2.7488 -3.3316
```

LUMO: -4.0 eV
total charge: +1
HOMO: -11.64 eV
gap between HOMO and LUMO: 7.62 eV

Computed, not measured: a structure of composition C17H22AsN2O8ReS, with ωB97M-V/def2-TZVPD.

Geometry as XYZ:
```
52
Properties=species:S:1:pos:R:3
Re 0.1883 -0.1072 0.2212
C -0.6244 -0.2529 4.6309
C -0.2016 -0.8371 3.3184
O 0.1546 -0.0753 2.4017
N -0.2396 -2.1645 3.1913
C 0.2202 -2.8995 2.0156
C -0.8063 -2.9576 0.9130
C -1.5861 -4.0851 0.7375
C -2.5386 -4.1197 -0.2692
C -2.6800 -3.0146 -1.0889
C -1.8611 -1.9243 -0.8778
N -0.9429 -1.8850 0.1061
H 0.0144 0.5972 4.8577
H -0.5844 -0.9740 5.4442
H -1.6475 0.1148 4.5329
H -0.5501 -2.6958 3.9881
H 0.4429 -3.9134 2.3403
H 1.1475 -2.4559 1.6608
H -1.4415 -4.9355 1.3897
H -3.1535 -4.9980 -0.4116
H -3.4028 -2.9904 -1.8911
H -1.9105 -1.0486 -1.5092
O 0.0955 0.5956 -4.2289
As 0.5866 1.2317 -2.6768
O -0.3468 2.4601 -2.2233
O 0.3650 -0.2095 -1.7017
C 2.4535 1.6412 -2.8971
C 2.7360 2.6277 -3.8379
C 4.0418 3.0454 -4.0421
C 5.0736 2.4824 -3.3045
C 4.8060 1.4994 -2.3635
C 3.5000 1.0904 -2.1696
S 2.8816 0.4745 0.2802
O 1.7469 1.4553 0.1689
O 3.2391 0.0604 -1.2621
O 2.0896 -0.8168 0.6094
H 0.5694 -0.2172 -4.4474
H 1.9314 3.0746 -4.4087
H 4.2510 3.8110 -4.7761
H 6.0933 2.8061 -3.4621
H 5.5962 1.0361 -1.7878
C -2.1248 2.4221 2.1203
C -2.4423 1.2437 1.2220
C -3.5527 1.5336 0.2319
O -1.2679 0.9416 0.4604
H -2.9941 2.6695 2.7303
H -1.8689 3.2869 1.5083
H -1.2827 2.1962 2.7731
H -2.6872 0.3545 1.8180
H -3.2600 2.3603 -0.4149
H -4.4627 1.8044 0.7674
H -3.7636 0.6614 -0.3873
```

LUMO (spin up / spin down): -3.4 / -3.8 eV
total charge: +1
HOMO (spin up / spin down): -11.24 / -11.12 eV
expectation value of S²: 0.75
2S+1: 2
gap between HOMO and LUMO (spin up / spin down): 7.83 / 7.35 eV

Maximum force per entry: 1.95; 0.25; 0.34 eV/A
ΔE to the lowest compared entry with this formula, charge and spin per entry: 1.306; 2.019; 0.272 eV
Total energy per entry: -41729.2163; -138126.2407; -111145.4351 eV